# 1
{"formula": "C9H24MoO3P2", "method": "wB97M-V/def2-TZVPD", "total_energy_ha": -1332.96016, "molar_mass_g_mol": 338.18, "orbital_gap_ev": [6.7, 6.3], "spin_multiplicity": 3, "e_homo_ev": [-17.39, -17.43], "charge": 2, "elements": ["Mo", "P", "P", "O", "O", "O", "C", "C", "C", "C", "C", "C", "C", "C", "C", "H", "H", "H", "H", "H", "H", "H", "H", "H", "H", "H", "H", "H", "H", "H", "H", "H", "H", "H", "H", "H", "H", "H", "H"], "positions_angstrom": [[-0.129161, 0.411280, -0.146192], [-1.023220, 0.331734, -2.306022], [0.938907, 1.084967, 1.855059], [-0.253264, -2.892093, 1.276489], [1.240567, -1.540912, 1.951634], [-2.185370, -1.636717, 1.159439], [-2.659083, -0.502119, -2.480022], [0.239531, 0.417345, 3.432638], [-1.376853, 2.036521, -2.897460], [2.742558, 0.807021, 2.061290], [-0.056636, -0.382123, -3.698618], [0.051955, -1.553771, 1.554732], [-1.275729, -0.898996, 0.644349], [0.629349, -3.626524, 0.410332], [0.765863, 2.886847, 2.064827], [2.952007, -0.271290, 2.088259], [1.187194, -0.611665, 0.022984], [3.263947, 1.243853, 1.197428], [-0.838177, 0.614715, 3.454728], [1.226037, 3.386225, 1.199302], [1.251477, 3.224508, 2.996475], [-3.066096, -0.386034, -3.499499], [0.727118, 0.873697, 4.303131], [-3.359044, -0.065833, -1.752300], [-0.301923, 3.147619, 2.085075], [0.101057, -1.456567, -3.519547], [-1.830048, 2.023444, -3.902966], [1.540838, -3.081426, 0.159437], [-0.576189, -0.246199, -4.663447], [-1.053836, 1.570314, 0.079539], [0.893185, -4.559734, 0.913798], [-2.547063, -1.571981, -2.248397], [-2.058183, 2.525460, -2.186772], [0.925309, 0.112442, -3.738002], [0.763629, -0.779982, -0.883846], [3.109476, 1.274646, 2.990767], [-0.434508, 2.602955, -2.916414], [0.386444, -0.675084, 3.465676], [0.087937, -3.836543, -0.527881]], "atomic_forces_ev_per_a": [[-1.634, -1.804, 2.827], [-1.632, 0.229, -4.830], [2.611, 1.847, 3.662], [-1.575, 1.925, -0.125], [-3.777, 2.025, -0.788], [3.799, 5.391, -3.757], [-0.020, -0.259, 0.868], [-0.660, -0.538, -0.066], [0.185, 0.281, 0.448], [0.225, -0.117, -0.482], [0.329, -0.119, 0.332], [7.172, -6.541, -1.335], [-7.360, -4.946, 4.455], [0.329, -0.537, -0.550], [-0.258, 0.239, -0.391], [0.011, 0.625, 0.043], [2.007, -1.790, -2.412], [0.006, -0.002, 0.317], [0.131, 0.144, 0.153], [-0.074, 0.034, 0.330], [-0.118, -0.241, -0.390], [0.444, 0.123, 0.355], [-0.040, 0.177, -0.388], [0.115, -0.144, -0.261], [0.325, -0.015, 0.049], [-0.038, 0.305, -0.116], [0.254, -0.165, 0.378], [-0.020, 0.056, 0.336], [0.113, 0.030, 0.529], [-2.960, 4.170, 0.494], [-0.093, 0.198, -0.081], [-0.092, 0.296, -0.126], [0.161, -0.116, -0.265], [-0.258, -0.168, -0.113], [3.048, -1.748, 0.196], [-0.306, -0.057, -0.389], [-0.299, -0.031, -0.143], [-0.106, 1.278, 0.739], [0.055, -0.036, 0.499]], "lowdin_spin": [1.6339, 0.0486, 0.0292, -0.0290, -0.0110, 0.1983, 0.0199, 0.0205, 0.0250, -0.0001, 0.0054, -0.0549, -0.0218, -0.0024, 0.0214, 0.0000, 0.0506, 0.0001, -0.0006, -0.0003, 0.0035, 0.0032, 0.0029, 0.0001, -0.0005, -0.0002, 0.0039, -0.0005, -0.0005, 0.0097, -0.0023, -0.0004, -0.0006, 0.0000, 0.0501, -0.0017, -0.0001, 0.0005, -0.0001]}

=====

# 2
{"formula": "C19H12Cl3N6O3PtS2", "method": "wB97M-V/def2-TZVPD", "total_energy_ha": -3581.82391, "molar_mass_g_mol": 737.91, "orbital_gap_ev": [6.1, 6.6], "spin_multiplicity": 3, "e_homo_ev": [-3.76, -4.74], "relative_energy_kcal_mol": 0.0, "charge": -1, "elements": ["Pt", "Cl", "Cl", "Cl", "S", "S", "O", "O", "O", "N", "N", "N", "N", "N", "N", "C", "C", "C", "C", "C", "C", "C", "C", "C", "C", "C", "C", "C", "C", "C", "C", "C", "C", "C", "H", "H", "H", "H", "H", "H", "H", "H", "H", "H", "H", "H"], "positions_angstrom": [[-0.161215, 0.241134, 1.347149], [-3.942274, 1.772584, -2.139182], [-4.808374, 2.246691, 0.577541], [-3.442724, 4.330983, -0.865467], [1.774989, -0.553228, 2.483254], [0.042137, 2.554022, 2.482637], [0.891246, 0.240507, -0.610362], [-2.180011, 1.127937, 0.713997], [-1.168407, 2.468005, -0.792015], [0.087948, -0.080074, -1.557964], [0.766147, 4.880570, 1.454325], [2.672010, 1.489743, -3.242670], [1.296810, 2.996090, 0.177286], [-0.467422, -1.993915, 0.954853], [-1.032450, -0.455226, -4.747845], [-1.527609, -3.874466, -0.059032], [-2.122968, 2.015726, -0.172850], [1.885304, 5.091470, -0.660873], [1.688780, 0.928428, -3.035149], [1.678634, -2.239975, 2.067626], [2.683453, -4.463997, 2.152271], [-0.375027, -0.149792, -3.854660], [0.581130, -4.178759, 1.037541], [0.469270, 0.229303, -2.766222], [1.646621, -5.008361, 1.449108], [-3.532091, 2.579753, -0.603007], [0.734186, 3.534997, 1.302874], [-1.481610, -2.499366, 0.281715], [-0.515120, -4.696308, 0.313327], [0.577720, -2.797825, 1.340356], [1.312883, 5.606940, 0.510100], [2.693273, -3.095662, 2.454648], [-2.608744, -1.615573, -0.144182], [1.835424, 3.735649, -0.799055], [1.294559, 6.680720, 0.674821], [-0.531731, -5.752124, 0.067227], [-2.378203, -4.244567, -0.614740], [2.315032, 5.721826, -1.422453], [-3.434728, -2.212651, -0.528534], [-2.265921, -0.938262, -0.927785], [3.524921, -2.677253, 3.007653], [-2.957179, -0.992304, 0.675588], [1.621568, -6.061451, 1.196542], [1.157216, 1.997286, 0.009582], [3.509811, -5.084711, 2.476855], [2.192734, 3.195486, -1.664826]], "atomic_forces_ev_per_a": [[0.029, -0.047, 0.626], [0.002, -0.009, -0.004], [-0.003, -0.003, 0.005], [-0.002, -0.001, -0.005], [-0.178, -0.013, 0.016], [0.042, -0.044, -0.304], [-0.075, 0.288, -0.034], [0.256, 0.029, -0.151], [-0.077, -0.005, 0.038], [-0.078, -0.101, -0.027], [0.018, 0.017, 0.037], [-0.037, 0.043, 0.016], [-0.074, 0.199, 0.065], [-0.045, -0.091, -0.174], [0.014, 0.000, 0.012], [0.005, -0.010, 0.000], [-0.090, -0.022, -0.018], [-0.002, 0.017, 0.002], [0.083, -0.038, -0.023], [0.025, -0.008, 0.008], [0.004, -0.019, -0.003], [-0.064, -0.008, -0.048], [0.010, -0.006, 0.004], [0.032, -0.034, -0.038], [-0.002, -0.001, -0.002], [-0.002, 0.004, 0.008], [0.136, 0.005, -0.035], [0.020, -0.028, 0.042], [-0.007, 0.000, 0.000], [-0.007, -0.009, -0.004], [0.016, -0.001, -0.008], [0.010, 0.023, -0.005], [-0.013, -0.017, 0.001], [-0.053, -0.017, 0.048], [0.016, 0.000, 0.002], [0.006, 0.001, -0.007], [-0.002, 0.008, -0.003], [-0.011, 0.007, -0.001], [0.004, -0.003, -0.005], [-0.008, -0.003, 0.008], [0.003, 0.001, -0.007], [-0.004, -0.010, -0.004], [-0.004, 0.000, 0.003], [0.065, -0.074, -0.051], [-0.001, 0.001, 0.002], [0.042, -0.023, 0.018]], "lowdin_spin": [1.3446, 0.0005, 0.0005, 0.0011, 0.1565, 0.1462, 0.1412, 0.0476, -0.0020, 0.0078, 0.0066, -0.0008, -0.0023, 0.0766, -0.0010, 0.0028, 0.0017, -0.0011, 0.0008, 0.0183, 0.0009, 0.0003, 0.0015, 0.0021, 0.0037, 0.0028, 0.0151, 0.0073, -0.0009, 0.0069, 0.0004, 0.0107, 0.0008, 0.0000, 0.0001, -0.0001, 0.0006, 0.0000, 0.0000, 0.0000, 0.0033, 0.0002, 0.0004, -0.0021, -0.0001, 0.0002]}

=====

# 3
{"formula": "C5H11NO", "method": "wB97M-V/def2-TZVPD", "total_energy_ha": -327.04661, "smiles": "C/C=C/C=C/N.O", "molar_mass_g_mol": 101.15, "orbital_gap_ev": 8.3, "spin_multiplicity": 1, "e_homo_ev": -7.32, "relative_energy_kcal_mol": 53.2, "charge": 0, "elements": ["O", "N", "C", "C", "C", "C", "C", "H", "H", "H", "H", "H", "H", "H", "H", "H", "H", "H"], "positions_angstrom": [[1.223259, -2.358102, -0.751900], [3.082369, 1.005356, -0.126319], [-0.620599, 0.692554, 0.279909], [-3.092343, -0.066449, 0.353914], [-1.735813, 0.065515, -0.316232], [0.670858, 0.511409, -0.347235], [1.765541, 0.968157, 0.361742], [-0.707747, 1.065388, 1.288711], [-1.632108, -0.342919, -1.382900], [1.000731, -3.167569, -0.263826], [-3.488418, -1.158773, 0.465025], [1.037502, -1.596443, -0.150853], [3.214792, 0.926386, -1.125559], [1.629027, 1.295575, 1.419839], [-2.974769, 0.396525, 1.357456], [-3.942932, 0.511236, -0.143313], [0.715815, 0.272280, -1.448484], [3.854842, 0.979879, 0.530032]], "atomic_forces_ev_per_a": [[-0.176, 0.159, 0.655], [-1.285, 0.275, 0.727], [-3.274, -3.191, -2.284], [-0.911, -0.106, 0.233], [1.516, 0.981, 0.057], [1.596, 2.193, 0.324], [0.159, -0.843, -0.938], [0.076, 0.174, 0.139], [0.001, 0.545, 1.722], [0.071, 0.520, -0.153], [0.956, 1.844, -0.200], [0.150, -0.816, -0.539], [0.281, -0.190, 0.493], [0.221, -0.349, -0.976], [-0.347, -0.526, -0.382], [1.191, -0.721, 0.330], [0.086, 0.017, 1.440], [-0.310, 0.035, -0.646]], "mulliken_charge": [-0.6471, -0.4203, -0.2759, -0.9901, 0.0431, -0.6900, 0.1438, 0.2247, 0.2299, 0.3160, 0.2425, 0.3767, 0.2029, 0.2519, 0.2767, 0.2547, 0.2649, 0.1956]}

=====

# 4
{"formula": "CH4N2O2S", "method": "wB97M-V/def2-TZVPD", "total_energy_ha": -698.58487, "molar_mass_g_mol": 108.12, "orbital_gap_ev": 10.4, "spin_multiplicity": 1, "e_homo_ev": -9.64, "relative_energy_kcal_mol": 56.8, "charge": 0, "elements": ["S", "O", "O", "N", "N", "C", "H", "H", "H", "H"], "positions_angstrom": [[2.105003, 0.325501, -0.367294], [2.126489, 1.322894, 0.706009], [1.810124, -1.333790, 0.036813], [-1.581019, -0.074113, -0.061854], [0.599006, 0.488160, -1.176937], [-0.831400, 0.866772, -0.263466], [-2.411833, -0.007878, 0.537704], [0.367635, -0.364593, -1.464091], [1.982367, -1.628884, 0.943886], [-1.021339, 1.951706, -0.052899]], "atomic_forces_ev_per_a": [[-0.969, 0.027, -0.400], [-0.350, -1.268, -0.169], [0.120, 0.938, 0.349], [-0.324, -1.706, 0.618], [-1.240, 5.612, 3.675], [2.689, 0.953, -1.392], [0.324, 0.643, -0.668], [-1.233, -4.687, -1.776], [0.081, 0.439, -0.039], [0.903, -0.950, -0.198]], "mulliken_charge": [0.6511, -0.5059, -0.5273, -0.4857, -0.4453, 0.0986, 0.2657, 0.3093, 0.3192, 0.3203]}